(1)
Density functional theory data (ωB97M-V with the def2-TZVPD basis set) for a molecular structure, C32H40BrClCoN2O2S.

Positions of all 80 atoms, in Å:
Br 0.156 -0.180 2.259
Co 0.358 0.154 -0.186
Cl 3.055 1.778 1.385
S -1.303 1.865 -0.469
O -1.909 -0.150 -4.798
O -0.777 -1.314 -0.337
N -2.037 0.809 -2.774
N -3.431 0.325 -0.988
C -2.088 -3.163 0.502
C -5.234 1.064 0.526
C -1.988 -2.986 -2.078
C -4.978 0.914 -3.513
C -4.579 -1.333 -4.312
C 1.745 2.088 -2.415
C -6.345 0.695 -3.583
C -2.514 -3.746 -0.860
C -1.268 -2.043 0.679
C -4.096 -0.105 -3.870
C -2.268 -3.463 2.953
C -6.827 -0.541 -3.997
C 1.581 3.440 -2.547
C -3.914 0.315 0.397
C -0.998 -1.698 2.006
C 2.173 1.499 -1.188
C -3.646 -3.282 5.035
C 2.288 3.755 -0.252
C -5.106 2.551 0.206
C 2.301 0.088 -1.083
C -2.627 0.133 -3.878
C -2.552 -3.825 1.645
C -2.004 -5.192 -0.966
C -4.050 -3.737 -0.948
C -1.453 -2.351 3.125
C 1.836 4.280 -1.458
C -1.606 -4.736 5.003
C -3.652 -5.423 3.772
C -5.946 -1.553 -4.361
C -2.359 0.912 -1.451
C -2.792 -4.225 4.173
C 2.466 2.396 -0.118
H -4.030 -3.815 5.908
H -3.878 -2.101 -4.610
H -4.009 -5.927 4.673
H 2.513 4.405 0.583
H -2.284 -5.616 -1.934
H -2.419 -5.832 -0.187
H -3.067 -2.428 5.394
H -0.915 -5.221 -0.884
H -5.584 0.929 1.551
H 1.697 5.349 -1.553
H -6.063 3.059 0.333
H -4.529 -5.119 3.195
H -2.330 -3.501 -2.978
H 1.570 1.429 -3.258
H -4.517 -4.334 -0.163
H -0.980 -5.407 4.412
H -4.434 -2.715 -0.867
H -3.178 -4.694 1.490
H -4.033 -0.134 -1.662
H -4.782 2.712 -0.826
H -5.979 0.599 -0.126
H 2.254 -0.487 -2.001
H 1.264 3.860 -3.492
H -4.379 3.032 0.863
H -0.981 -3.917 5.364
H -4.027 -0.731 0.687
H -4.497 -2.901 4.465
H -6.327 -2.509 -4.694
H -2.370 -1.964 -2.099
H -3.083 -6.151 3.189
H -1.969 -5.287 5.875
H -1.180 -1.996 4.112
H -4.369 -4.145 -1.911
H -0.901 -2.939 -2.106
H -7.033 1.488 -3.320
H -7.894 -0.713 -4.047
H -4.593 1.880 -3.201
H -1.118 1.163 -2.996
H -3.147 0.760 1.023
H 2.923 -0.334 -0.300

Computed properties:
E_tot: -171930.90663 eV
Molar mass: 691.04 u
⟨S²⟩: 6.05
Charge: +1
Energy above the lowest of the compared OMol25 structures with the same formula, charge and spin: 0.0 kcal/mol
HOMO (spin up / spin down): -10.60 / -10.68 eV
Multiplicity: 5
Orbital gap (spin up / spin down): 7.9 / 5.7 eV


(2)
Density functional theory data (ωB97M-V with the def2-TZVPD basis set) for a molecular structure, C32H40GeIrN4OSeSi.

Positions of all 81 atoms, in Å:
Ir 0.178 0.055 -0.508
Se -3.089 -1.075 -2.142
Ge 2.546 -0.860 -0.619
Si -4.533 -2.663 -1.212
O -0.673 -3.928 -1.535
N -1.443 1.099 0.225
N -0.262 -1.824 -0.518
N 0.613 2.079 -1.149
N -0.096 -0.372 1.948
C -4.602 -4.102 -2.414
C 4.633 0.070 2.996
C 5.449 1.597 -2.573
C -1.869 4.888 -1.419
C 4.934 -1.188 3.499
C -3.545 -0.568 3.392
C -4.274 0.040 2.375
C 4.650 1.017 -1.596
C 3.903 0.191 1.822
C 1.632 2.744 -0.294
C -2.743 3.198 0.050
C 0.662 0.674 2.644
C -1.513 -0.226 2.154
C -3.626 0.553 1.269
C -0.459 -2.878 -1.056
C 5.325 1.205 -3.898
C -0.618 2.872 -1.064
C -2.850 4.436 -0.542
C -6.225 -1.856 -1.009
C 3.621 -0.366 -3.266
C 4.507 -2.320 2.819
C 4.417 0.212 -4.244
C 3.476 -0.936 1.122
C -2.172 -0.725 3.263
C 3.722 0.034 -1.933
C -1.651 2.358 -0.252
C 3.785 -2.193 1.641
C 0.376 -1.704 2.347
C 1.089 2.028 -2.553
C -3.826 -3.112 0.474
C -0.740 4.112 -1.651
C -2.229 0.492 1.186
H -6.224 -1.155 -0.175
H 4.780 1.314 -0.562
H -5.328 -4.845 -2.074
H 5.947 1.659 -4.658
H -3.484 2.879 0.765
H 2.598 -2.327 -1.072
H -4.901 -3.769 -3.408
H -4.512 -3.778 1.002
H 4.975 0.958 3.512
H 0.352 -1.835 3.434
H 1.721 0.552 2.427
H -4.189 0.962 0.442
H -1.961 5.857 -1.889
H -3.628 -4.585 -2.490
H 0.306 1.611 -3.187
H 2.546 2.154 -0.293
H -5.349 0.124 2.456
H 3.667 1.186 1.456
H 0.047 4.507 -2.280
H 0.332 1.660 2.315
H -1.621 -1.243 4.037
H 5.502 -1.286 4.414
H 1.349 3.021 -2.923
H -2.873 -3.630 0.377
H 4.334 -0.116 -5.272
H 6.176 2.351 -2.298
H -3.699 5.065 -0.311
H 1.250 2.827 0.722
H -4.046 -0.946 4.273
H -6.975 -2.624 -0.800
H -0.239 -2.465 1.877
H 3.461 -3.085 1.116
H 2.919 -1.146 -3.541
H 4.742 -3.307 3.197
H -3.677 -2.221 1.087
H -6.536 -1.324 -1.909
H 1.859 3.746 -0.669
H 1.979 1.412 -2.620
H 1.403 -1.823 2.015
H 0.519 0.608 3.729

Computed properties:
E_tot: -174413.01593 eV
Molar mass: 868.57 u
⟨S²⟩: 6.05
Charge: +1
Energy above the lowest of the compared OMol25 structures with the same formula, charge and spin: 37.5 kcal/mol
HOMO (spin up / spin down): -11.05 / -10.70 eV
Multiplicity: 5
Orbital gap (spin up / spin down): 8.7 / 5.0 eV


(3)
Density functional theory data (ωB97M-V with the def2-TZVPD basis set) for a molecular structure, C32H41BBrGaN2OP at a distorted geometry.

Positions of all 80 atoms, in Å:
Br -2.982 -2.226 0.198
Ga -1.628 -0.779 1.682
P -2.837 1.132 2.356
O 0.295 -0.479 -0.666
N 1.279 0.590 1.457
N -3.532 1.809 1.023
C 10.705 0.527 4.711
C 10.682 -0.446 3.712
C -6.340 4.877 -2.710
C 4.408 -1.355 6.514
C -5.110 3.638 -1.040
C -4.951 -0.420 -6.308
C -6.238 3.785 -1.847
C -3.151 -3.239 -4.184
C 5.605 -1.873 6.018
C 3.167 -2.782 5.010
C 5.582 -2.846 5.019
C -5.352 0.131 -5.091
C 8.267 -0.382 3.703
C -6.747 0.744 -7.428
C -0.849 -4.741 -4.655
C 1.020 2.074 1.596
C -6.455 0.983 -5.042
C -1.795 -4.579 -5.667
C -2.204 -3.397 -3.173
C 9.464 -0.904 3.210
C 4.364 -3.304 4.518
C -7.153 1.288 -6.210
C -5.316 5.822 -2.761
C 9.508 1.045 5.207
C -4.192 5.679 -1.947
C -4.088 4.585 -1.088
C 3.190 -1.807 6.006
C -1.051 -4.146 -3.409
C 1.736 -0.054 2.746
C -2.945 -3.825 -5.432
C -5.647 -0.113 -7.476
C 8.290 0.593 4.699
B 0.135 -0.153 0.793
H 0.248 2.365 2.426
H 2.079 2.583 1.786
H 7.318 -0.736 3.310
H -1.309 -1.673 2.992
H -7.216 4.990 -3.342
H 4.346 -4.066 3.743
H 4.425 -0.600 7.295
H -3.398 6.420 -1.983
H -3.680 -3.696 -6.222
H -5.332 -0.540 -8.425
H 6.554 -1.518 6.410
H 7.358 1.002 5.081
H -3.899 0.820 3.329
H -6.770 1.409 -4.093
H -2.363 -2.937 -2.201
H -0.311 -4.268 -2.623
H -3.097 2.779 0.960
H 1.662 -1.230 2.605
H 2.258 -1.398 6.388
H -4.805 -0.104 -4.181
H -7.037 3.050 -1.805
H 2.905 0.170 2.842
H 9.446 -1.666 2.436
H 6.515 -3.248 4.631
H -4.051 -2.657 -3.999
H -3.210 4.471 -0.458
H -7.287 0.986 -8.339
H 0.047 -5.330 -4.837
H -1.853 2.041 2.938
H 11.654 0.882 5.103
H -8.014 1.951 -6.171
H 0.693 0.383 -1.040
H -4.095 -1.090 -6.345
H 9.525 1.800 5.988
H 1.174 0.307 3.708
H -1.636 -5.040 -6.638
H -5.028 2.784 -0.372
H 11.615 -0.848 3.324
H 2.218 -3.136 4.617
H -5.394 6.672 -3.435
H 0.611 2.464 0.548

Computed properties:
E_tot: -171261.63920 eV
Molar mass: 661.11 u
Charge: -1
HOMO: -4.46 eV
Orbital gap: 6.6 eV


charge of number 1 (C32H40BrClCoN2O2S)? +1


Among the records above, which one has the lowest charge? C32H41BBrGaN2OP


Please write out number 3 again, unchanged.
Density functional theory data (ωB97M-V with the def2-TZVPD basis set) for a molecular structure, C32H41BBrGaN2OP at a distorted geometry.

Positions of all 80 atoms, in Å:
Br -2.982 -2.226 0.198
Ga -1.628 -0.779 1.682
P -2.837 1.132 2.356
O 0.295 -0.479 -0.666
N 1.279 0.590 1.457
N -3.532 1.809 1.023
C 10.705 0.527 4.711
C 10.682 -0.446 3.712
C -6.340 4.877 -2.710
C 4.408 -1.355 6.514
C -5.110 3.638 -1.040
C -4.951 -0.420 -6.308
C -6.238 3.785 -1.847
C -3.151 -3.239 -4.184
C 5.605 -1.873 6.018
C 3.167 -2.782 5.010
C 5.582 -2.846 5.019
C -5.352 0.131 -5.091
C 8.267 -0.382 3.703
C -6.747 0.744 -7.428
C -0.849 -4.741 -4.655
C 1.020 2.074 1.596
C -6.455 0.983 -5.042
C -1.795 -4.579 -5.667
C -2.204 -3.397 -3.173
C 9.464 -0.904 3.210
C 4.364 -3.304 4.518
C -7.153 1.288 -6.210
C -5.316 5.822 -2.761
C 9.508 1.045 5.207
C -4.192 5.679 -1.947
C -4.088 4.585 -1.088
C 3.190 -1.807 6.006
C -1.051 -4.146 -3.409
C 1.736 -0.054 2.746
C -2.945 -3.825 -5.432
C -5.647 -0.113 -7.476
C 8.290 0.593 4.699
B 0.135 -0.153 0.793
H 0.248 2.365 2.426
H 2.079 2.583 1.786
H 7.318 -0.736 3.310
H -1.309 -1.673 2.992
H -7.216 4.990 -3.342
H 4.346 -4.066 3.743
H 4.425 -0.600 7.295
H -3.398 6.420 -1.983
H -3.680 -3.696 -6.222
H -5.332 -0.540 -8.425
H 6.554 -1.518 6.410
H 7.358 1.002 5.081
H -3.899 0.820 3.329
H -6.770 1.409 -4.093
H -2.363 -2.937 -2.201
H -0.311 -4.268 -2.623
H -3.097 2.779 0.960
H 1.662 -1.230 2.605
H 2.258 -1.398 6.388
H -4.805 -0.104 -4.181
H -7.037 3.050 -1.805
H 2.905 0.170 2.842
H 9.446 -1.666 2.436
H 6.515 -3.248 4.631
H -4.051 -2.657 -3.999
H -3.210 4.471 -0.458
H -7.287 0.986 -8.339
H 0.047 -5.330 -4.837
H -1.853 2.041 2.938
H 11.654 0.882 5.103
H -8.014 1.951 -6.171
H 0.693 0.383 -1.040
H -4.095 -1.090 -6.345
H 9.525 1.800 5.988
H 1.174 0.307 3.708
H -1.636 -5.040 -6.638
H -5.028 2.784 -0.372
H 11.615 -0.848 3.324
H 2.218 -3.136 4.617
H -5.394 6.672 -3.435
H 0.611 2.464 0.548

Computed properties:
E_tot: -171261.63920 eV
Molar mass: 661.11 u
Charge: -1
HOMO: -4.46 eV
Orbital gap: 6.6 eV